Record 1
Below is a structure of composition C19H20AsBaN6O6PS2 in a non-equilibrium geometry, with properties calculated with ωB97M-V with the def2-TZVPD basis set.

Net charge: -1
Electronic energy: -4915.0077 Eh
Relative energy (zero: lowest compared OMol25 entry of this formula, charge and spin): 103.6 kcal per mole
Kohn-Sham gap (spin up / spin down): 3.126 / 6.953 eV
E_HOMO (spin up / spin down): -1.2178 / -5.0488 eV
Maximum force: 10.8 eV/Å
<S²>: 0.76
Multiplicity: 2

Geometry as XYZ:
```
56
Properties=species:S:1:pos:R:3:mulliken_charge:R:1
Ba 0.73 -0.34 -0.36 2.10
C 0.86 5.63 1.83 -0.85
N 1.17 4.48 1.01 0.29
C 2.19 4.39 0.10 -0.73
C 2.12 3.13 -0.43 -0.47
N 1.06 2.46 0.13 0.46
C 0.51 3.28 0.99 -0.26
P -0.92 2.97 2.09 -0.53
C -2.11 2.47 0.81 -0.12
N -1.90 1.67 -0.22 0.22
C -3.11 1.44 -0.77 -0.78
C -4.09 2.10 -0.08 -0.22
N -3.45 2.74 0.95 0.24
C -4.06 3.60 1.94 -0.83
C -0.38 1.39 2.78 -0.20
N -0.03 0.29 2.13 0.49
C 0.11 -0.68 3.07 -0.99
C -0.16 -0.18 4.31 -0.57
N -0.49 1.14 4.13 0.23
C -0.81 2.09 5.16 -0.80
H 1.52 6.45 1.56 0.32
H -0.17 5.94 1.68 0.31
H 1.00 5.40 2.89 0.29
H 2.87 5.21 -0.07 0.37
H 2.76 2.67 -1.16 0.45
H -3.22 0.80 -1.63 0.45
H -5.15 2.16 -0.21 0.40
H -5.13 3.65 1.76 0.32
H -3.89 3.22 2.94 0.26
H -3.65 4.61 1.88 0.31
H 0.40 -1.68 2.79 0.60
H -0.16 -0.63 5.29 0.39
H -0.76 1.60 6.13 0.31
H -0.11 2.93 5.16 0.30
H -1.82 2.49 5.02 0.25
O 3.85 1.49 -2.63 -0.77
As 2.74 0.01 -2.50 1.17
O 3.76 -1.11 -3.05 -0.75
O 3.01 -0.08 -0.40 -0.96
C 3.87 -1.07 -0.16 -0.06
C 5.17 -0.81 0.30 -0.71
C 6.06 -1.85 0.52 -0.42
C 5.69 -3.17 0.27 -0.60
C 4.41 -3.43 -0.19 -0.66
C 3.52 -2.40 -0.42 0.61
S 1.80 -2.79 -0.66 1.01
O 1.69 -4.21 -0.85 -0.70
O 1.19 -2.00 -1.74 -0.83
O 1.23 -2.31 0.62 -0.64
H 4.71 1.08 -2.83 0.27
H 5.45 0.22 0.49 0.41
H 7.05 -1.63 0.88 0.36
H 6.40 -3.97 0.44 0.37
H 4.07 -4.44 -0.38 0.50
S -2.26 -2.35 0.85 -0.44
C -1.78 -1.33 -0.24 -0.19
```



Record 2
Below is a structure of composition C33H39N10OPtSSeSi in a non-equilibrium geometry, with properties calculated with ωB97M-V with the def2-TZVPD basis set.

Net charge: +1
Electronic energy: -5112.0232 Eh
Relative energy (zero: lowest compared OMol25 entry of this formula, charge and spin): 30.9 kcal per mole
Kohn-Sham gap (spin up / spin down): 4.872 / 4.874 eV
E_HOMO (spin up / spin down): -9.5098 / -9.5146 eV
Maximum force: 2.5 eV/Å

Geometry as XYZ:
```
87
Properties=species:S:1:pos:R:3:mulliken_charge:R:1
Pt 0.39 -0.22 -0.29 1.46
N -1.49 -1.30 2.38 0.34
C -0.25 -0.99 2.72 -0.04
N 0.09 -0.94 4.01 -0.73
C 1.37 -0.68 4.28 0.23
N 1.72 -0.53 5.56 -0.35
N 2.34 -0.57 3.35 -0.72
C 1.93 -0.60 2.11 0.08
N 0.66 -0.75 1.72 -0.53
C 2.91 -0.47 1.02 1.12
C 4.27 -0.51 1.26 -0.65
C 5.15 -0.41 0.19 -0.61
C 4.62 -0.27 -1.08 -0.85
C 3.25 -0.23 -1.25 0.17
N 2.40 -0.34 -0.23 0.15
H -2.16 -1.39 3.12 0.32
H -1.79 -1.07 1.42 -0.05
H 1.02 -0.58 6.27 0.26
H 2.67 -0.28 5.78 0.24
H 4.60 -0.61 2.28 0.57
H 6.22 -0.44 0.35 0.48
H 5.26 -0.20 -1.95 0.46
H 2.81 -0.11 -2.24 0.50
S 0.24 0.15 -2.57 -0.52
C 0.40 1.90 -2.55 0.67
N 0.55 2.41 -3.75 -0.96
N 0.39 3.70 -4.00 0.23
C -0.52 4.61 -3.45 0.45
C -0.30 5.97 -3.71 -0.55
C -1.15 6.92 -3.17 -0.55
C -2.24 6.53 -2.40 -0.81
C -2.48 5.18 -2.18 -0.37
C -1.63 4.22 -2.70 0.00
N 0.43 2.67 -1.46 -0.26
N 0.41 2.20 -0.30 0.08
C 0.43 3.09 0.76 -0.77
C 0.56 4.48 0.57 -0.51
C 0.58 5.33 1.65 -0.77
C 0.46 4.82 2.95 -0.63
C 0.33 3.45 3.14 -0.92
C 0.31 2.60 2.06 0.40
H 0.93 4.01 -4.79 0.25
H 0.54 6.27 -4.32 0.38
H -0.97 7.97 -3.36 0.40
H -2.90 7.27 -1.98 0.43
H -3.34 4.87 -1.61 0.44
H -1.84 3.17 -2.56 0.56
H 0.64 4.85 -0.44 0.43
H 0.68 6.39 1.50 0.43
H 0.47 5.49 3.80 0.41
H 0.24 3.05 4.14 0.45
H 0.18 1.54 2.21 0.79
C 0.93 -8.81 -0.19 -1.48
C 0.71 -7.33 -0.22 0.74
C 0.07 -6.68 0.84 -1.05
C -0.23 -5.33 0.79 0.72
C -0.88 -4.65 1.96 -1.14
C 0.12 -4.60 -0.38 0.10
Se -0.64 -2.89 -0.63 0.25
C 0.87 -5.22 -1.40 0.73
C 1.35 -4.47 -2.62 -1.41
C 1.13 -6.57 -1.30 -0.71
H 0.57 -9.25 0.74 0.35
H 1.99 -9.05 -0.31 0.36
H 0.40 -9.28 -1.02 0.34
H -0.22 -7.25 1.71 0.30
H -1.10 -5.37 2.75 0.40
H -1.81 -4.17 1.66 0.31
H -0.22 -3.88 2.37 0.09
H 1.26 -3.40 -2.49 0.10
H 0.77 -4.76 -3.49 0.31
H 2.39 -4.72 -2.82 0.44
H 1.66 -7.06 -2.11 0.46
C -3.48 0.76 -2.22 -1.16
Si -2.96 0.69 -0.40 0.58
C -4.34 -0.20 0.57 -1.32
C -2.86 2.46 0.30 -0.55
O -1.63 -0.20 -0.13 -0.42
H -4.17 1.59 -2.41 0.39
H -3.99 -0.16 -2.50 0.40
H -2.63 0.87 -2.89 0.29
H -5.30 0.24 0.31 0.38
H -4.21 -0.10 1.65 0.31
H -4.37 -1.26 0.32 0.31
H -3.86 2.89 0.34 0.53
H -2.24 3.12 -0.31 -0.25
H -2.45 2.47 1.31 0.25
```